Entry 1:
{
  "formula": "C6H13B2FRb",
  "method": "ωB97M-V/def2-TZVPD",
  "species": ["Rb", "B", "H", "H", "H", "H", "B", "H", "H", "H", "H", "F", "C", "C", "C", "C", "C", "C", "H", "H", "H", "H", "H"],
  "xyz": [[13.099956, 4.553099, -10.726196], [15.923049, 3.766793, -11.295611], [15.276738, 3.389711, -12.169984], [15.871994, 4.919886, -11.307173], [15.522922, 3.298360, -10.322335], [17.019244, 3.380413, -11.402003], [12.557633, 5.339420, -13.501290], [12.505950, 4.204823, -13.304714], [11.911370, 5.908163, -12.736065], [13.644380, 5.686871, -13.364790], [12.100592, 5.591255, -14.544758], [10.459151, 3.889260, -9.953956], [9.720407, 2.775449, -9.843212], [10.043362, 1.655958, -10.596252], [9.317942, 0.501706, -10.384868], [8.261993, 0.475580, -9.468000], [7.957106, 1.626969, -8.760432], [8.686990, 2.793162, -8.920165], [10.818593, 1.728021, -11.347861], [9.594338, -0.408737, -10.899788], [7.653334, -0.408201, -9.343041], [7.026497, 1.690330, -8.206987], [8.495261, 3.730499, -8.417841]],
  "forces_ev_per_a": [[0.53, 0.09, -0.31], [0.66, -0.30, -0.22], [-1.02, -0.68, -1.39], [-0.06, 1.82, 0.25], [-0.85, -0.64, 1.94], [1.31, -0.32, -0.23], [-0.31, 0.26, -0.67], [-0.22, -1.93, 0.30], [-1.29, 0.95, 1.54], [1.71, 0.55, 0.06], [-0.32, 0.24, -1.31], [0.12, 0.30, -0.24], [-0.27, -0.58, 0.46], [0.08, 0.60, 0.01], [-0.30, -0.47, 0.46], [0.38, 0.28, -0.29], [-0.85, 0.35, -0.17], [0.60, -0.06, -0.62], [0.10, -0.09, 0.08], [-0.07, 0.07, -0.19], [0.06, -0.07, 0.00], [0.23, -0.24, 0.37], [-0.23, -0.11, 0.17]],
  "charge": -1,
  "homo_energy_ev": -5.320
}

Entry 2:
{
  "formula": "C23H36O21",
  "method": "ωB97M-V/def2-TZVPD",
  "species": ["C", "C", "O", "C", "O", "O", "H", "H", "H", "H", "C", "C", "O", "C", "O", "O", "H", "H", "H", "H", "C", "C", "O", "C", "O", "O", "H", "H", "H", "H", "C", "C", "O", "C", "O", "O", "H", "H", "H", "H", "C", "C", "O", "C", "O", "O", "H", "H", "H", "H", "C", "C", "O", "C", "O", "O", "C", "H", "H", "H", "H", "H", "H", "H", "H", "C", "C", "O", "C", "O", "O", "C", "H", "H", "H", "H", "H", "H", "H", "H"],
  "xyz": [[12.805140, -3.497910, 11.241140], [12.593430, -5.013890, 11.108530], [11.217280, -5.084230, 10.747230], [10.632150, -3.895990, 10.700870], [9.477530, -3.727500, 10.469540], [11.500200, -2.995880, 10.881050], [13.661800, -3.081830, 10.710930], [12.977190, -3.130790, 12.252940], [12.826060, -5.468880, 12.071320], [13.253920, -5.428590, 10.347030], [6.816680, -8.224870, 9.047110], [6.981080, -7.110330, 8.048660], [5.809990, -7.204900, 7.294200], [4.852680, -7.863520, 7.993390], [3.653690, -8.055500, 7.643330], [5.412960, -8.387650, 9.030080], [7.140090, -7.808090, 10.000950], [7.229010, -9.209750, 8.827800], [7.786990, -7.481100, 7.415310], [7.160040, -6.105030, 8.430030], [-0.724380, -6.215650, 9.658580], [-0.982150, -6.994950, 10.942070], [-0.706100, -6.018940, 11.923800], [-1.020010, -4.822480, 11.404100], [-1.187920, -3.832300, 12.022500], [-1.079610, -4.946230, 10.005200], [-1.290610, -6.597830, 8.809220], [0.351290, -6.216930, 9.482400], [-0.359770, -7.876080, 11.098110], [-2.015400, -7.325130, 11.049180], [7.605130, -1.997220, 3.872410], [7.995390, -1.841700, 5.344050], [8.853130, -2.847680, 5.639040], [9.120770, -3.582840, 4.513560], [9.796140, -4.634840, 4.463640], [8.490030, -3.046700, 3.454310], [7.796970, -1.085980, 3.305910], [6.545310, -2.239130, 3.792570], [7.130300, -2.023130, 5.981860], [8.444690, -0.869840, 5.548310], [10.244160, -7.764780, 15.144580], [11.323970, -8.649000, 15.393070], [11.725810, -9.042420, 14.076170], [10.629660, -8.794010, 13.272090], [10.553880, -9.071690, 12.097040], [9.676490, -8.295550, 14.028080], [10.596110, -6.746890, 14.976860], [9.505630, -7.761700, 15.946230], [10.962620, -9.373680, 16.122710], [12.067010, -7.985720, 15.835850], [-3.950640, -10.856270, 10.195160], [-3.100350, -12.121270, 10.222730], [-1.773890, -11.783650, 9.715550], [-0.710470, -12.422820, 10.204930], [-0.684310, -13.159940, 11.186820], [0.371040, -11.779240, 9.734120], [1.645070, -12.084130, 10.288510], [-5.030440, -11.003570, 10.174040], [-3.906320, -10.363740, 9.223790], [-3.746100, -10.116830, 10.969430], [-3.512910, -12.871870, 9.548570], [-3.044430, -12.554740, 11.221270], [1.883130, -13.139930, 10.417780], [1.786700, -11.571400, 11.239900], [2.431160, -11.864380, 9.566110], [6.739750, -5.978360, -1.963500], [7.549590, -5.689330, -0.615610], [6.751640, -5.896100, 0.551530], [6.344300, -7.180310, 0.888710], [6.807680, -8.201380, 0.400770], [5.502860, -7.004580, 1.884920], [4.846190, -8.085900, 2.450830], [6.811680, -7.047950, -2.160710], [7.032700, -5.322120, -2.783030], [5.693990, -5.697080, -1.839580], [7.828590, -4.636170, -0.582250], [8.428470, -6.329160, -0.536390], [5.570780, -8.531260, 3.132540], [4.647990, -8.773940, 1.629000], [4.089980, -7.732980, 3.152040]],
  "forces_ev_per_a": [[-0.37, 0.22, 0.81], [0.51, 1.04, 0.16], [0.51, -2.67, 0.32], [-1.69, -1.79, -0.83], [-0.53, 0.03, 0.02], [3.20, 4.14, 0.36], [-0.63, 0.06, -0.87], [-0.15, -0.43, 0.26], [-0.47, -0.43, -0.14], [-0.43, -0.21, -0.12], [-0.18, 0.92, 1.12], [1.67, -1.33, -1.06], [-1.85, 0.74, -1.10], [-3.88, -0.53, -2.83], [4.61, 1.19, 1.24], [-0.81, -1.30, 2.66], [-0.09, -0.78, 0.32], [0.42, 0.36, -0.13], [0.28, 0.96, -0.30], [-0.12, -0.17, 0.10], [0.91, -2.21, 0.05], [-0.07, -0.99, -0.38], [-0.11, 0.11, 0.52], [0.23, -0.19, -1.22], [-0.06, 0.36, -0.16], [-1.07, 2.56, 1.83], [0.10, 0.21, 0.01], [0.10, -0.28, -0.50], [0.20, 0.26, -0.09], [-0.21, 0.14, -0.09], [0.39, 0.35, 0.44], [-2.05, 1.75, 0.21], [2.39, -2.66, -0.67], [1.77, -3.47, 0.14], [-2.34, 4.18, 0.41], [-0.31, -0.05, -0.19], [0.13, -0.23, -0.15], [0.21, -0.50, -0.38], [-0.16, 0.61, 0.06], [-0.01, -0.01, 0.14], [-2.11, 2.60, 1.45], [2.49, 0.04, 1.49], [-0.46, -0.16, 0.05], [1.03, -1.79, -2.10], [0.23, 0.58, 1.99], [-2.49, 0.23, -2.16], [-0.24, 0.26, -0.26], [0.01, 0.19, -0.03], [0.76, -1.04, -0.63], [0.74, -0.90, 0.18], [-0.40, 0.42, -0.79], [-0.16, 0.18, -0.12], [-0.51, -0.51, -0.26], [0.55, 1.17, 3.48], [-0.31, 0.20, -2.08], [0.01, -0.63, -0.92], [0.85, -0.77, -0.01], [-0.05, -0.80, 0.71], [0.82, 0.14, -0.11], [0.27, -0.21, 0.02], [-0.01, 0.00, 0.01], [0.29, 0.08, -0.08], [-0.97, -0.29, 0.39], [-0.01, 0.06, -0.16], [-0.40, 1.00, -0.10], [0.41, 0.32, 1.61], [-0.87, -0.47, -1.32], [-0.92, -1.05, 0.26], [2.24, 0.81, -1.03], [-1.33, 1.30, 0.80], [0.04, 1.79, -0.60], [1.19, -1.35, 0.83], [-0.06, 0.23, -0.42], [0.65, -0.40, -0.05], [-0.12, -0.22, 0.42], [0.05, -0.16, 0.18], [0.06, 0.11, -0.23], [0.06, -0.65, -0.06], [-0.86, -0.28, 0.56], [-0.54, 0.04, -0.90]],
  "charge": 0,
  "smiles": "CCOC(=O)OC.CCOC(=O)OC.O=C1OCCO1.O=C1OCCO1.O=C1OCCO1.O=C1OCCO1.O=C1OCCO1",
  "homo_energy_ev": -10.497
}

Entry 3:
{
  "formula": "C22H25F6N5O9PPbSe2",
  "method": "ωB97M-V/def2-TZVPD",
  "species": ["Pb", "O", "C", "O", "C", "C", "C", "C", "C", "C", "C", "C", "C", "N", "H", "H", "H", "H", "H", "H", "O", "C", "C", "C", "O", "C", "Se", "C", "Se", "H", "H", "H", "H", "H", "H", "H", "H", "H", "H", "C", "C", "N", "C", "C", "N", "C", "O", "O", "C", "O", "O", "H", "H", "H", "H", "H", "F", "P", "F", "F", "F", "F", "F", "N", "C", "N", "O", "H", "H", "H", "H"],
  "xyz": [[-1.097540, 1.193202, 1.124342], [-3.899657, -1.687591, 3.243697], [-3.207551, -1.085240, 2.436471], [-2.222048, -0.311512, 2.659650], [-3.549804, -1.407918, 0.937701], [-4.716050, -2.173311, 0.705777], [-4.992141, -2.576318, -0.565553], [-4.117238, -2.227203, -1.618740], [-4.317011, -2.651486, -2.951700], [-3.445361, -2.281875, -3.937289], [-2.349106, -1.452869, -3.631940], [-2.121943, -1.033597, -2.348795], [-2.990798, -1.425791, -1.306949], [-2.736288, -1.043797, -0.021200], [-5.339945, -2.418418, 1.551003], [-5.872731, -3.169308, -0.784652], [-5.176218, -3.273642, -3.172315], [-3.600586, -2.613872, -4.955373], [-1.689290, -1.133810, -4.430253], [-1.303943, -0.366634, -2.112583], [5.135818, -3.524703, -2.654003], [3.767808, -3.172596, -2.726868], [3.578482, -1.883759, -1.915980], [4.567009, -0.812123, -2.426617], [4.383764, -0.533997, -3.796037], [2.140188, -1.409879, -2.089529], [1.710616, 0.059335, -0.835664], [3.835780, -2.197807, -0.447271], [3.229478, -0.717797, 0.701847], [5.272234, -4.381126, -3.070219], [3.126846, -3.959903, -2.313446], [3.455664, -2.994366, -3.761227], [5.586654, -1.138562, -2.213553], [4.389958, 0.125300, -1.897935], [4.850248, -1.196358, -4.315943], [1.417117, -2.205068, -1.899548], [1.979301, -1.000064, -3.086989], [4.892906, -2.370132, -0.250026], [3.266510, -3.073482, -0.132904], [0.280737, -2.189049, 2.975414], [0.832504, -0.857670, 3.337777], [0.709758, 0.253812, 2.632592], [1.372579, 1.242942, 3.320309], [1.937644, 0.704745, 4.442718], [1.572965, -0.617266, 4.435235], [2.770753, 1.234082, 5.553944], [3.155761, 2.475497, 5.448253], [3.069752, 0.492650, 6.463387], [1.413888, 2.640967, 2.780319], [2.158914, 3.465147, 3.327506], [0.672944, 2.838020, 1.768499], [-0.474041, -2.066347, 2.202420], [-0.181192, -2.653990, 3.845693], [1.076613, -2.848371, 2.618342], [1.827028, -1.254932, 5.176087], [2.802379, 2.914145, 4.606310], [-2.470183, 3.353597, 0.874561], [-3.283805, 4.844974, 0.742272], [-4.034747, 6.236684, 0.585427], [-3.673889, 4.411159, -0.780721], [-4.598441, 4.118950, 1.284070], [-1.908192, 5.491172, 0.152090], [-2.807995, 5.180678, 2.224478], [-1.295605, 3.717085, -2.332508], [-0.349074, 3.303342, -1.465161], [0.442354, 4.224704, -0.904263], [-0.184873, 2.060941, -1.260270], [-1.670280, 4.643514, -2.195489], [-1.974217, 3.025155, -2.599040], [0.135998, 5.183003, -0.947478], [0.832807, 3.958707, -0.002175]],
  "forces_ev_per_a": [[-0.71, 0.08, 0.14], [0.23, 0.23, 0.13], [-0.39, -0.51, -0.64], [0.26, 0.37, -0.23], [0.20, 0.08, 0.46], [-0.11, -0.07, -0.30], [-0.07, 0.00, 0.25], [0.27, 0.12, -0.09], [0.01, 0.01, -0.02], [-0.12, -0.07, 0.01], [0.15, 0.10, 0.02], [-0.04, -0.01, -0.04], [-0.41, -0.26, 0.12], [0.43, 0.34, 0.19], [0.01, -0.01, 0.01], [0.01, 0.00, 0.00], [0.01, 0.00, -0.03], [-0.01, 0.02, 0.00], [0.00, 0.00, 0.03], [0.09, 0.10, 0.04], [0.04, 0.00, 0.03], [-0.20, 0.01, -0.01], [0.16, 0.19, -0.07], [-0.04, -0.06, 0.09], [-0.11, -0.06, -0.01], [-0.03, 0.08, -0.04], [0.52, -0.45, 0.44], [-0.01, 0.09, -0.01], [-0.39, 0.07, -0.51], [0.00, 0.00, -0.01], [0.01, 0.00, -0.01], [0.00, 0.00, 0.01], [-0.02, 0.00, 0.01], [0.08, 0.02, -0.01], [0.07, 0.04, 0.00], [-0.07, 0.07, 0.04], [-0.02, 0.02, 0.01], [-0.01, 0.05, 0.09], [0.01, 0.02, 0.08], [0.08, 0.04, 0.06], [-0.07, -0.03, -0.02], [0.00, -0.18, 0.05], [0.29, -0.04, -0.03], [-0.14, 0.16, -0.08], [0.07, 0.00, 0.01], [0.06, -0.17, -0.01], [0.18, 0.02, 0.32], [-0.01, -0.03, -0.01], [-0.16, 0.04, -0.21], [-0.03, -0.06, -0.08], [0.11, -0.15, 0.00], [-0.01, -0.02, 0.04], [-0.08, -0.02, -0.05], [-0.02, -0.02, -0.01], [-0.03, 0.01, 0.02], [-0.11, 0.14, -0.14], [0.09, 0.10, -0.12], [-0.12, -0.21, -0.16], [-0.04, 0.08, -0.04], [0.03, 0.03, 0.12], [-0.02, -0.04, 0.02], [0.06, -0.08, -0.02], [0.06, 0.02, 0.06], [0.10, 0.26, -0.06], [-0.25, -1.05, -0.28], [0.33, 0.10, 0.44], [0.06, 0.56, -0.04], [-0.11, -0.02, 0.03], [-0.01, -0.05, 0.07], [-0.09, 0.02, 0.06], [-0.01, -0.04, -0.09]],
  "spin_multiplicity": 2,
  "charge": 0,
  "homo_energy_ev": [-9.202, -9.200]
}

Entry 4:
{
  "formula": "C2H7N3OS",
  "method": "ωB97M-V/def2-TZVPD",
  "species": ["C", "C", "H", "H", "H", "H", "H", "H", "H", "N", "N", "N", "O", "S"],
  "xyz": [[-1.476714, 1.836345, 0.192137], [0.488278, 0.306094, -0.044449], [-2.256141, 1.567957, -0.536812], [-1.688340, 1.300071, 1.138716], [-1.541398, 2.911889, 0.377570], [0.357231, 2.225056, -0.684501], [2.204187, 1.034293, 0.737234], [1.971834, -1.352795, 0.394504], [-1.396616, -2.561254, -0.099938], [-0.141220, 1.492823, -0.262428], [1.894838, 0.489532, -0.072818], [0.068986, -0.870785, 0.168063], [2.625682, -0.711663, -0.006142], [-1.592739, -1.254221, -0.062092]],
  "forces_ev_per_a": [[-0.45, -0.57, 0.39], [0.91, 0.47, -0.05], [0.21, 0.07, 0.21], [0.03, 0.39, -0.48], [0.12, -0.18, 0.01], [0.97, 0.56, -0.53], [-0.28, 0.01, -0.34], [0.64, 0.55, -0.46], [0.10, -0.41, -0.01], [-1.20, -0.50, 0.47], [0.40, 0.15, 0.37], [-0.85, -0.42, 0.00], [-0.85, -0.62, 0.35], [0.27, 0.50, 0.07]],
  "charge": 0,
  "smiles": "CN/C(=N\\S)NO",
  "homo_energy_ev": -8.332
}